(1)
Entry from the Open Molecules 2025 dataset: an isolated molecule of CH4N2O (ωB97M-V/def2-TZVPD).

The geometry in XYZ format:
```
8
CH4N2O | the Open Molecules 2025 dataset | ωB97M-V/def2-TZVPD
C 0.288 -0.572 0.937
N -0.655 1.131 -0.587
N -0.125 -0.019 -0.682
O -0.787 1.839 -1.630
H -0.507 -0.049 1.434
H 0.554 -1.710 0.990
H 1.217 -0.031 1.098
H 0.014 -0.590 -1.559
```

The value obtained for the energy above the lowest of the compared OMol25 structures with the same formula, charge and spin is 46.4 kcal per mole. Its total energy is -225.02693 hartree. As for the expectation value of S²: 2.008. Its HOMO energy (alpha / beta) is -6.46 / -9.83 eV. Its spin multiplicity is 3.

(2)
Entry from the Open Molecules 2025 dataset: a structure of composition C15H14AsIN4O2PdS5 (ωB97M-V/def2-TZVPD).

The geometry in XYZ format:
```
43
C15H14AsIN4O2PdS5 | the Open Molecules 2025 dataset | ωB97M-V/def2-TZVPD
Pd 1.204 -0.752 2.640
S 4.942 -3.542 3.631
As 2.854 -3.091 3.989
S 1.563 -3.211 2.260
S 2.375 -1.122 4.706
S 2.872 -4.745 5.367
C -2.976 3.313 -3.988
C -2.375 2.880 -2.676
C -1.227 2.093 -2.639
C -0.678 1.685 -1.433
C -1.279 2.064 -0.242
C -2.425 2.843 -0.260
C -2.965 3.249 -1.471
S -0.539 1.563 1.317
O 0.706 2.282 1.419
O -1.543 1.866 2.320
N -0.191 0.022 1.060
C -1.231 -0.862 0.789
C -2.600 -0.622 1.025
C -3.522 -1.583 0.666
C -3.098 -2.773 0.089
C -1.732 -2.922 -0.097
N -0.828 -2.008 0.219
H -2.359 2.990 -4.827
H -3.073 4.400 -4.039
H -3.974 2.889 -4.123
H -0.759 1.791 -3.569
H 0.207 1.062 -1.398
H -2.881 3.114 0.683
H -3.863 3.858 -1.483
H -2.914 0.283 1.522
H -4.576 -1.404 0.853
H -3.789 -3.557 -0.191
H -1.338 -3.838 -0.531
I 6.858 -0.476 -2.115
C 5.323 -0.701 -0.756
C 4.798 -1.888 -0.291
N 3.824 -1.543 0.562
N 3.686 -0.227 0.696
C 4.595 0.310 -0.102
H 5.044 -2.915 -0.495
H 3.187 -2.157 1.092
H 4.697 1.380 -0.181
```

The value obtained for the energy above the lowest of the compared OMol25 structures with the same formula, charge and spin is 22.2 kcal per mole. Its total energy is -5601.90326 hartree. As for the expectation value of S²: 2.011. Its HOMO energy (alpha / beta) is -1.30 / -1.91 eV. The net charge is -2. Its spin multiplicity is 3.

(3)
Entry from the Open Molecules 2025 dataset: a cluster of 25 separate species, C10H69N4O25 in total (ωB97M-V/def2-TZVPD).

The geometry in XYZ format:
```
108
C10H69N4O25 | the Open Molecules 2025 dataset | ωB97M-V/def2-TZVPD
C -3.954 -1.760 2.396
C -3.421 -2.668 3.519
C -2.167 -2.069 4.185
C -0.924 -2.690 3.519
C 0.357 -1.969 4.016
C 1.134 -1.264 2.903
C 0.209 -0.300 2.128
C 0.018 -0.706 0.656
N -0.298 0.462 -0.168
C -1.469 0.974 -0.320
N -2.623 0.514 0.310
N -1.537 2.069 -1.190
N -2.652 2.926 -1.000
C -2.581 3.727 -0.054
O -2.667 4.419 0.864
H -3.723 -0.713 2.623
H -5.029 -1.845 2.244
H -3.463 -2.019 1.454
H -4.190 -2.942 4.238
H -3.085 -3.592 3.065
H -2.125 -2.349 5.235
H -2.141 -0.980 4.086
H -0.887 -3.738 3.815
H -1.019 -2.675 2.427
H 0.996 -2.697 4.501
H 0.071 -1.256 4.791
H 1.908 -0.655 3.357
H 1.604 -1.987 2.233
H 0.674 0.691 2.113
H -0.753 -0.180 2.625
H -0.795 -1.430 0.594
H 0.917 -1.173 0.266
H 0.483 0.902 -0.652
H -2.644 0.782 1.290
H -2.731 -0.494 0.240
H -1.518 1.758 -2.157
O 1.104 3.071 -2.678
H 0.294 2.743 -2.285
H 0.809 3.702 -3.356
O 1.877 -0.065 -1.938
H 1.851 0.739 -2.481
H 1.643 -0.767 -2.564
O 0.549 6.033 -2.815
H 0.493 6.932 -2.471
H 0.614 5.496 -2.018
O 2.440 6.908 -5.097
H 1.610 6.591 -4.715
H 2.176 7.542 -5.770
O -2.308 5.027 -3.727
H -2.339 5.930 -3.397
H -2.277 4.488 -2.931
O 2.345 -2.922 6.310
H 2.171 -2.184 6.905
H 2.594 -3.644 6.898
O 3.235 1.521 -3.812
H 4.009 2.089 -3.868
H 2.487 2.112 -3.959
O 4.163 6.477 -2.508
H 3.722 5.621 -2.495
H 3.792 6.904 -3.297
O 2.299 -1.807 -4.518
H 3.022 -2.437 -4.422
H 2.138 -1.771 -5.465
O -3.721 -5.745 3.213
H -4.529 -5.868 2.697
H -3.075 -6.312 2.777
O -3.960 -2.253 6.868
H -4.570 -2.994 6.785
H -4.407 -1.527 6.418
O 3.949 0.140 2.412
H 4.673 -0.494 2.374
H 3.726 0.293 1.488
O 4.456 -0.313 -5.962
H 5.320 -0.090 -5.605
H 3.935 0.497 -5.877
O 2.732 1.149 -7.708
H 1.942 1.010 -8.237
H 3.367 0.495 -8.026
O 0.827 4.115 -5.434
H 0.150 4.496 -6.002
H 1.328 3.527 -6.010
O 4.643 -1.310 -2.890
H 5.288 -0.599 -2.848
H 3.796 -0.865 -3.013
O 1.444 -5.232 3.559
H 1.657 -4.700 4.335
H 1.646 -4.654 2.817
O -2.005 -0.448 8.136
H -1.997 -0.691 9.066
H -2.732 -0.962 7.760
O 1.663 7.284 -0.688
H 2.521 7.524 -1.067
H 1.685 7.600 0.221
O -2.810 -4.050 0.248
H -2.052 -4.640 0.188
H -3.064 -3.886 -0.672
O 5.134 9.318 -3.682
H 5.631 9.279 -4.505
H 5.233 8.441 -3.299
O -1.070 -7.882 2.644
H -0.315 -7.321 2.436
H -1.095 -7.887 3.607
O -4.008 -3.780 -2.506
H -4.213 -4.670 -2.809
H -4.480 -3.200 -3.110
O -5.656 -7.019 0.963
H -6.467 -7.132 0.458
H -5.017 -7.594 0.531
```

Its total energy is -2522.15066 hartree. Its HOMO energy is -12.15 eV. The net charge is +1.

(4)
Entry from the Open Molecules 2025 dataset: a structure of composition C4H13OP5 (ωB97M-V/def2-TZVPD).

The geometry in XYZ format:
```
23
C4H13OP5 | the Open Molecules 2025 dataset | ωB97M-V/def2-TZVPD
C 2.065 0.236 1.210
C -0.722 -2.611 -0.508
C 1.302 1.798 -2.524
C -1.655 -0.301 2.756
O 2.081 0.652 0.088
P -1.790 -1.074 -0.208
P -1.371 0.754 -1.482
P -1.499 1.770 0.600
P 0.719 0.236 -1.737
P -0.524 -0.094 1.351
H -0.374 2.599 0.635
H 2.444 -0.781 1.431
H 2.211 0.966 2.057
H -1.402 -3.229 -1.205
H 0.136 -2.439 -1.024
H -0.646 -2.991 0.480
H 0.476 2.169 -3.145
H 2.098 1.529 -3.252
H 1.677 2.333 -1.613
H -1.766 -1.405 2.864
H -1.253 -0.113 3.740
H -2.578 0.336 2.443
H 0.369 -0.341 -2.957
```

The value obtained for the energy above the lowest of the compared OMol25 structures with the same formula, charge and spin is 23.8 kcal per mole. Its total energy is -1942.08713 hartree. Its HOMO energy is -7.55 eV.

(5)
Entry from the Open Molecules 2025 dataset: the ion C4H12N2S with charge +1 (ωB97M-V/def2-TZVPD).

The geometry in XYZ format:
```
19
C4H12N2S | the Open Molecules 2025 dataset | ωB97M-V/def2-TZVPD
C -1.127 0.752 -0.170
N -1.419 -0.560 0.383
C -0.971 -1.568 -0.718
N -0.179 -2.576 -0.039
C 0.407 1.040 -0.351
C 1.233 1.606 0.876
S 2.978 0.915 0.932
H -1.558 1.691 0.284
H -1.483 0.810 -1.218
H -2.337 -0.790 0.629
H -1.843 -1.849 -1.169
H -0.144 -1.308 -1.562
H -0.738 -3.400 0.257
H 0.125 -2.048 0.816
H 0.655 1.676 -1.322
H 0.884 0.038 -0.402
H 0.644 1.166 1.706
H 1.402 2.624 0.998
H 3.471 1.783 0.073
```

The value obtained for the energy above the lowest of the compared OMol25 structures with the same formula, charge and spin is 82.0 kcal per mole. Its total energy is -666.89169 hartree. As for the expectation value of S²: 0.757. Its HOMO energy (alpha / beta) is -13.07 / -12.48 eV. The net charge is +1. Its spin multiplicity is 2.

(6)
Entry from the Open Molecules 2025 dataset: a structure of composition C34H34F2N10ReS (ωB97M-V/def2-TZVPD).

The geometry in XYZ format:
```
82
C34H34F2N10ReS | the Open Molecules 2025 dataset | ωB97M-V/def2-TZVPD
Re -0.215 0.515 -0.148
C -1.731 -1.479 -6.300
C -1.026 -1.334 -4.979
C -0.949 -2.403 -4.088
C -0.337 -2.264 -2.855
C 0.214 -1.044 -2.497
N 0.826 -0.838 -1.217
C 2.083 -1.382 -1.058
C 2.707 -2.030 -2.157
C 3.970 -2.545 -2.094
C 4.728 -2.426 -0.925
C 6.136 -2.931 -0.855
C 4.150 -1.779 0.158
C 2.859 -1.276 0.132
N 2.385 -0.686 1.322
C 2.922 -0.824 2.560
C 2.165 -0.096 3.438
C 1.148 0.454 2.662
N 1.279 0.103 1.383
C 0.136 0.033 -3.364
C -0.485 -0.114 -4.594
N 0.658 1.297 -2.969
C 1.072 2.275 -3.797
C 1.243 3.423 -3.065
C 0.902 3.070 -1.763
N 0.559 1.781 -1.692
H -1.588 -2.476 -6.714
H -1.373 -0.751 -7.026
H -2.805 -1.324 -6.175
H -1.377 -3.359 -4.367
H -0.260 -3.100 -2.169
H 2.166 -2.106 -3.088
H 4.396 -3.029 -2.965
H 6.291 -3.766 -1.536
H 6.400 -3.246 0.154
H 6.830 -2.138 -1.145
H 4.752 -1.657 1.045
H 3.767 -1.462 2.745
H 2.311 0.000 4.500
H 0.331 1.084 2.974
H -0.588 0.743 -5.248
H 1.227 2.077 -4.845
H 1.579 4.383 -3.418
H 0.903 3.680 -0.879
C -0.051 5.925 1.649
C 0.928 4.941 1.620
C 0.574 3.615 1.419
C -0.767 3.294 1.270
C -1.758 4.262 1.314
C -1.388 5.586 1.492
N -1.138 1.911 1.106
N -2.041 1.555 1.914
C -2.337 0.201 1.832
C -3.402 -0.314 2.546
C -3.697 -1.658 2.402
C -2.915 -2.441 1.558
C -1.852 -1.869 0.895
N -1.553 -0.565 1.042
H 0.229 6.959 1.800
H 1.969 5.204 1.760
H 1.331 2.841 1.404
H -2.796 3.979 1.195
H -2.149 6.355 1.514
H -3.985 0.352 3.167
H -4.538 -2.092 2.927
H -3.124 -3.491 1.410
H -1.216 -2.442 0.237
F -1.995 1.461 -2.421
C -2.019 0.568 -1.375
F -3.126 0.962 -0.633
H -2.291 -0.405 -1.796
C -0.704 -5.896 4.821
N -0.283 -4.729 4.060
C 0.313 -4.769 2.865
N 0.473 -5.976 2.302
S 0.837 -3.355 2.089
H -1.212 -5.560 5.720
H 0.148 -6.510 5.121
H -1.407 -6.504 4.248
H -0.341 -3.817 4.476
H 0.285 -6.832 2.796
H 0.984 -6.024 1.440
```

The value obtained for the energy above the lowest of the compared OMol25 structures with the same formula, charge and spin is 4.1 kcal per mole. Its total energy is -2539.29460 hartree. As for the expectation value of S²: 0.810. Its HOMO energy (alpha / beta) is -12.90 / -12.92 eV. The net charge is +2. Its spin multiplicity is 2.

(7)
Entry from the Open Molecules 2025 dataset: a structure of composition C41H61N10S3SiY (ωB97M-V/def2-TZVPD).

The geometry in XYZ format:
```
117
C41H61N10S3SiY | the Open Molecules 2025 dataset | ωB97M-V/def2-TZVPD
Y 0.125 -3.094 0.851
C 0.871 -0.377 0.235
N 1.771 -1.508 0.105
C 2.768 -1.308 1.165
C 3.542 -2.566 1.428
N 2.606 -3.566 1.971
C 2.351 -3.321 3.413
C 3.039 -4.921 1.839
C 4.429 -5.180 1.856
C 4.897 -6.479 1.864
C 3.952 -7.472 1.906
C 2.582 -7.231 1.879
C 2.052 -5.937 1.886
S 0.326 -5.670 1.854
C 2.332 -1.633 -1.205
C 2.989 -0.503 -1.720
C 3.505 -0.564 -3.014
C 3.399 -1.693 -3.793
C 2.921 -2.841 -3.220
C 2.322 -2.852 -1.903
S 1.382 -4.208 -1.398
H 1.355 0.630 0.297
H 0.311 -0.445 1.176
H 0.175 -0.300 -0.570
H 2.282 -0.985 2.104
H 3.399 -0.419 0.959
H 4.314 -2.192 2.138
H 4.143 -2.869 0.596
H 1.940 -2.362 3.658
H 3.275 -3.473 3.985
H 1.606 -4.077 3.748
H 5.106 -4.339 1.919
H 5.943 -6.768 1.865
H 4.302 -8.494 1.966
H 1.924 -8.073 1.994
H 3.114 0.416 -1.219
H 4.032 0.329 -3.414
H 3.800 -1.705 -4.801
H 2.834 -3.755 -3.770
C -1.695 1.512 1.102
N -2.739 2.072 0.248
C -4.118 1.635 0.281
C -2.407 2.954 -0.807
N -3.257 3.083 -1.772
C -3.244 3.820 -2.932
C -4.045 4.987 -2.974
C -4.175 5.731 -4.122
C -3.458 5.366 -5.277
C -2.796 4.153 -5.294
C -2.649 3.371 -4.133
N -1.776 2.323 -4.111
C -2.103 1.145 -4.515
N -3.362 0.669 -4.859
C -4.559 1.053 -4.112
C -3.562 -0.113 -6.043
N -1.190 0.115 -4.439
C -1.584 -1.130 -3.736
C 0.198 0.437 -4.222
N -1.146 3.573 -0.686
C -0.840 4.402 0.439
C -0.168 3.610 -1.770
H -1.955 0.529 1.474
H -1.472 2.138 1.991
H -0.795 1.416 0.477
H -4.249 0.807 -0.387
H -4.344 1.341 1.285
H -4.749 2.404 -0.033
H -4.487 5.367 -2.058
H -4.739 6.650 -4.130
H -3.502 5.970 -6.163
H -2.361 3.838 -6.209
H -4.304 1.315 -3.107
H -5.198 0.164 -4.086
H -5.064 1.886 -4.605
H -2.608 -0.161 -6.544
H -4.188 0.421 -6.753
H -4.033 -1.078 -5.858
H -1.111 -2.029 -4.157
H -2.672 -1.337 -3.774
H -1.338 -1.119 -2.675
H 0.389 1.483 -4.598
H 0.802 -0.242 -4.809
H 0.436 0.331 -3.148
H -1.442 4.162 1.294
H -0.951 5.500 0.206
H 0.192 4.239 0.739
H -0.344 2.827 -2.490
H 0.800 3.538 -1.265
H -0.148 4.607 -2.305
C -2.115 -2.938 3.659
C -1.640 -1.592 4.031
C -2.440 -0.831 4.839
C -2.073 0.474 5.082
C -0.937 0.962 4.501
C -0.086 0.096 3.757
N -0.484 -1.180 3.461
N 1.158 0.391 3.354
Si 2.098 1.565 4.099
C 2.664 1.148 5.950
C 1.417 3.372 4.211
C 3.722 1.682 3.150
H -3.067 -3.117 4.174
H -1.371 -3.699 3.974
H -2.258 -3.057 2.575
H -3.423 -1.144 5.224
H -2.706 1.115 5.707
H -0.667 1.997 4.626
H 1.785 1.003 6.607
H 3.117 2.076 6.265
H 3.424 0.320 5.964
H 1.083 3.565 5.226
H 0.555 3.477 3.569
H 2.210 4.059 3.945
H 4.171 0.670 3.254
H 3.637 1.899 2.098
H 4.402 2.467 3.630
S -2.080 -2.709 -0.135
```

Its total energy is -3669.01835 hartree. Its HOMO energy is -1.45 eV. The net charge is -2.

(8)
Entry from the Open Molecules 2025 dataset: a cluster of 3 separate species, C4H13NO2 in total (ωB97M-V/def2-TZVPD).

The geometry in XYZ format:
```
20
C4H13NO2 | the Open Molecules 2025 dataset | ωB97M-V/def2-TZVPD
C 0.172 -2.694 1.023
C 0.597 -1.521 0.238
C -0.277 -0.628 -0.272
N 0.125 0.587 -0.855
C -0.876 1.114 -1.814
H 0.930 -3.000 1.749
H -0.659 -2.485 1.764
H -0.014 -3.491 0.278
H 1.671 -1.452 0.082
H -1.363 -0.684 -0.200
H 1.070 0.702 -1.198
H -1.600 0.333 -2.016
H -1.437 1.896 -1.293
H -0.445 1.642 -2.649
H -1.602 3.010 0.465
H -0.754 1.850 0.558
O -1.606 2.166 0.942
H 1.565 0.254 1.044
H 2.160 1.605 1.324
O 2.342 0.798 0.830
```

The value obtained for the energy above the lowest of the compared OMol25 structures with the same formula, charge and spin is 37.3 kcal per mole. Its total energy is -365.38306 hartree. Its HOMO energy is -8.12 eV. The SMILES is C/C=C/NC.O.O.

Among the records above, which one has the lowest total energy? C15H14AsIN4O2PdS5